Entry 1:
Below is C22H28F4N4NaO4 as an isolated structure, with properties calculated with ωB97M-V with the def2-TZVPD basis set.

Geometry (Å):
Na 0.36206 0.00932 -0.63930
C 0.38947 -0.85193 3.03270
C -0.19781 0.52687 2.78544
N -1.26269 0.54572 1.78060
C -2.38219 -0.33276 2.11503
C -3.08421 -0.05930 3.44643
C -1.68677 1.92893 1.54011
C -0.90846 2.65283 0.41316
N 0.42930 2.16329 0.15214
C 1.49212 2.74310 0.67876
C 2.77999 2.28055 0.24977
F 2.80508 1.29560 -0.68237
C 3.96608 2.78700 0.70077
F 5.11992 2.28791 0.19805
C 4.03292 3.80271 1.64818
C 2.81375 4.25962 2.10785
F 2.79614 5.23317 3.05142
C 1.60393 3.76903 1.66764
F 0.48391 4.27065 2.26687
H 1.26279 -0.76448 3.68230
H 0.71183 -1.31065 2.09736
H -0.32198 -1.52193 3.52167
H 0.58807 1.19167 2.43216
H -0.55771 0.95634 3.73652
H -2.02750 -1.36456 2.09285
H -3.10755 -0.25384 1.30316
H -2.41976 -0.21843 4.29824
H -3.93757 -0.73126 3.55850
H -3.45438 0.96714 3.49667
H -1.61941 2.51877 2.46735
H -2.74430 1.90496 1.25913
H -0.94293 3.72534 0.62176
H -1.47294 2.50576 -0.51497
H 4.97028 4.21302 1.98832
C 1.88952 -4.18947 1.00500
O 1.76923 -4.01640 -0.40523
C 1.73685 -2.72488 -0.80079
O 1.91812 -1.79895 -0.04536
N 1.52426 -2.66617 -2.14970
N 1.11565 -1.42230 -2.64540
H 1.91385 -5.26369 1.16713
H 1.03507 -3.74641 1.51544
H 2.80239 -3.72670 1.37688
H 1.02825 -3.47625 -2.49459
H 0.09899 -1.35971 -2.64544
H 1.53807 -1.24488 -3.54239
C -3.38114 1.46700 -2.60000
C -2.48856 0.33437 -2.10909
O -1.28839 0.42788 -2.35388
C -3.09087 -0.77099 -1.37096
C -4.47537 -0.74778 -1.10267
C -5.11791 -1.73893 -0.40466
C -4.35829 -2.83541 0.05025
C -3.01522 -2.90288 -0.18323
C -2.29310 -1.87223 -0.88306
O -1.03919 -1.97421 -1.02495
H -2.75439 2.16563 -3.14832
H -3.83258 1.98776 -1.75266
H -4.18731 1.10764 -3.24063
H -5.06174 0.09043 -1.45736
H -6.18163 -1.68317 -0.21467
H -4.84570 -3.63453 0.59946
H -2.42399 -3.73741 0.17642

Summary:
E_tot   -1936.98056 hartree
Frontier orbital gap   5.79 eV
Largest force on an atom   0.21 eV/Å
Net charge   -1
Relative energy (zero: lowest compared OMol25 entry of this formula, charge and spin)   0.0 kJ/mol
HOMO level   -3.59 eV

Löwdin atomic charge list, values in e, 8 entries:
1. Na 0.34
2. C -0.07
3. C -0.25
4. N -0.16
5. C -0.25
6. C -0.08
7. C -0.17
8. C -0.21


Entry 2:
Below is a 12-piece molecular cluster, C40H112N8O12 overall, with properties calculated with ωB97M-V with the def2-TZVPD basis set.

Geometry (Å):
C 4.71364 4.22304 1.24040
C 6.08234 4.84611 1.36588
O 6.07663 5.59204 2.54759
H 4.59612 3.59976 0.35395
H 3.81632 4.84134 1.26571
H 4.65174 3.54623 2.09258
H 6.19983 5.57115 0.56051
H 6.91045 4.14288 1.27769
H 6.98460 5.81430 2.76626
C 5.63435 1.15368 -3.91882
C 5.79923 0.87900 -5.38031
O 6.13252 2.07089 -6.03712
H 5.45720 0.18132 -3.45921
H 4.78797 1.78560 -3.64977
H 6.58797 1.57298 -3.59802
H 4.83646 0.60386 -5.81098
H 6.56031 0.11101 -5.51833
H 6.27121 1.82630 -6.95501
C -3.91133 3.67281 1.77786
C -2.91019 4.62489 2.42413
O -1.89124 3.80623 3.05420
H -4.82523 4.24862 1.63177
H -4.17846 2.86978 2.46478
H -3.52647 3.30196 0.82788
H -3.30214 5.16954 3.28310
H -2.41438 5.30124 1.72784
H -1.31246 4.37694 3.56498
C 2.41453 -0.19580 -3.26294
C 2.94147 -1.23309 -2.25334
O 2.45087 -2.51674 -2.58885
H 1.33422 -0.09825 -3.37026
H 3.01628 -0.27547 -4.16828
H 2.68345 0.79022 -2.88405
H 2.71260 -1.02975 -1.20722
H 4.03085 -1.26964 -2.25243
H 1.60175 -2.74786 -2.20523
C -2.42947 -1.96204 3.04000
C -3.73543 -2.74439 3.35985
C -3.53939 -4.31011 2.99509
O -3.21280 -4.58609 1.58049
C -4.21227 -4.17975 0.71309
N -4.10561 -2.46840 4.75963
H -2.61952 -0.90915 3.24834
H -2.24846 -2.09771 1.97373
H -1.55550 -2.17519 3.65549
H -4.53388 -2.40188 2.70162
H -4.38637 -4.81866 3.45563
H -2.68478 -4.64631 3.58221
H -3.92522 -4.79189 -0.14189
H -4.07007 -3.15636 0.36586
H -5.20139 -4.55940 0.96925
H -3.78388 -3.20661 5.36926
H -3.64053 -1.65189 5.12990
C -0.75655 3.12414 -3.40472
C -1.79254 3.76404 -2.48468
C -3.05979 2.79533 -2.33730
O -3.67155 2.37725 -3.52081
C -4.79647 1.48061 -3.38314
N -1.18813 3.99925 -1.19429
H -0.57916 2.07172 -3.18328
H 0.19014 3.65990 -3.47419
H -1.10219 3.16082 -4.43782
H -2.12573 4.71694 -2.89584
H -3.82198 3.37876 -1.82081
H -2.73407 2.02079 -1.64296
H -5.62289 2.00045 -2.89846
H -4.56209 0.72139 -2.63699
H -5.08312 1.10767 -4.36642
H -1.86286 4.22897 -0.47870
H -0.40520 4.63477 -1.13712
C 3.78406 -0.73136 4.36412
C 4.12346 -1.47227 5.62254
C 4.31300 -2.97090 5.48635
O 3.20418 -3.65576 4.93272
C 3.23814 -4.99777 5.21672
N 5.36303 -0.80373 6.04291
H 4.61513 -0.32343 3.78877
H 3.09002 0.07272 4.60878
H 3.15699 -1.28519 3.66544
H 3.44190 -1.29742 6.45501
H 4.56447 -3.32971 6.48441
H 5.23804 -3.22680 4.96973
H 2.29913 -5.44687 4.89318
H 3.25141 -5.08039 6.30351
H 4.09521 -5.60996 4.93610
H 5.22755 0.19694 6.06353
H 5.57998 -0.89449 7.02516
C -9.25898 -0.19596 1.03222
C -8.33161 -0.55950 2.17470
C -6.97114 0.16819 2.23175
O -6.06312 -0.49541 1.34089
C -4.85279 0.23453 1.19559
N -8.98840 -0.37397 3.45588
H -9.98136 -0.99468 0.86394
H -8.74471 -0.08379 0.07775
H -9.72336 0.77212 1.22007
H -8.11196 -1.62502 2.10759
H -6.51389 0.28802 3.21392
H -7.06157 1.21499 1.94164
H -4.30053 -0.10951 0.32109
H -4.09258 0.26449 1.97616
H -5.05473 1.29875 1.07396
H -8.43214 -0.91974 4.09840
H -9.77196 -0.93174 3.14759
C 2.93778 3.99274 -5.18954
C 4.08815 5.03221 -5.05589
C 4.66147 5.19803 -3.57775
O 3.52721 5.44321 -2.64498
C 3.88874 6.50899 -1.74550
N 5.08070 4.73284 -6.07959
H 2.62627 3.96932 -6.23382
H 2.07197 4.43767 -4.69914
H 2.97415 3.04167 -4.65827
H 3.73834 5.99303 -5.43346
H 5.47839 5.91770 -3.52471
H 5.28817 4.36052 -3.27127
H 4.91250 6.30209 -1.43371
H 3.33734 6.37119 -0.81542
H 3.85892 7.51128 -2.17287
H 4.53244 4.53609 -6.90470
H 5.44091 3.82908 -5.80833
C 0.64724 -4.10127 1.64836
C 0.55709 -5.17905 0.64332
C 0.80597 -6.56718 1.26660
O 0.58885 -7.67504 0.38891
C 1.59497 -7.90278 -0.54972
N -0.77606 -5.22467 -0.00463
H 1.52615 -4.04486 2.29057
H -0.22307 -4.24309 2.28911
H 0.68713 -3.10249 1.21369
H 1.29390 -4.98653 -0.13652
H 0.16286 -6.80555 2.11376
H 1.79008 -6.57808 1.73512
H 1.92446 -6.97076 -1.00892
H 1.34471 -8.58769 -1.35989
H 2.38604 -8.25477 0.11240
H -1.48301 -5.16393 0.71413
H -0.99425 -6.17869 -0.25434
C -1.60134 -0.86292 -1.89799
C -1.37238 -2.34792 -1.88246
C -1.80194 -3.05686 -3.22902
O -3.11865 -2.84550 -3.69555
C -3.51840 -3.70037 -4.78428
N 0.04158 -2.75666 -1.50048
H -2.53080 -0.70924 -2.44625
H -0.76312 -0.27712 -2.27523
H -1.58163 -0.49870 -0.87082
H -1.93944 -2.84089 -1.09283
H -1.69185 -4.12238 -3.02738
H -1.09026 -2.67521 -3.96112
H -3.47747 -4.70974 -4.37491
H -2.78188 -3.74696 -5.58643
H -4.47041 -3.49148 -5.27227
H 0.15626 -2.33759 -0.58871
H -0.11958 -3.72045 -1.24506
C 0.97269 -0.20778 2.08912
C 0.50446 1.23622 1.95872
C 0.67840 1.96253 0.60545
O 2.06522 1.91259 0.10690
C 2.38344 2.86122 -0.92538
N -0.88483 1.32710 2.36002
H 0.97916 -0.40254 3.16156
H 1.86241 -0.33860 1.47318
H 0.26755 -0.87249 1.59010
H 0.99223 1.85926 2.70838
H 0.18514 2.93420 0.63129
H 0.21405 1.32119 -0.14365
H 2.37406 3.89217 -0.57159
H 1.60553 2.88656 -1.68847
H 3.37271 2.66519 -1.33892
H -1.12565 2.25638 2.67393
H -1.54685 0.96609 1.68808

Summary:
E_tot   -2931.72482 hartree
Frontier orbital gap (alpha / beta)   1.46 / 8.00 eV
Largest force on an atom   4.10 eV/Å
Net charge   -1
Relative energy (zero: lowest compared OMol25 entry of this formula, charge and spin)   347.2 kJ/mol
HOMO level (alpha / beta)   0.56 / -6.01 eV
Multiplicity   2

Löwdin atomic charge list, values in e, 8 entries:
1. C -0.10
2. C -0.35
3. O -0.08
4. H 0.06
5. H 0.07
6. H 0.08
7. H 0.09
8. H 0.11


Entry 3:
Below is C16H33Cl2N2O2Si2 as an isolated structure, with properties calculated with ωB97M-V with the def2-TZVPD basis set.

Geometry (Å):
C 6.48994 -0.89581 2.13916
C 4.98350 -1.02200 2.35637
C 4.16846 -0.19361 1.34583
Si 2.36165 -0.28991 1.75476
O 1.38842 -0.14416 0.41487
Si 0.28177 -1.22268 -0.13372
C -0.80948 -1.89601 1.22142
C -1.84667 -1.14338 1.76763
C -2.58172 -1.68561 2.81240
C -2.26280 -2.94212 3.26729
C -1.22436 -3.63625 2.65452
N -0.51108 -3.12913 1.65793
C 1.85441 1.08957 2.96782
Cl 1.25259 2.48809 2.01701
C 0.82237 0.63594 4.01069
C 0.16568 1.72188 4.84696
Cl 1.70791 -0.48475 5.10133
H 6.78032 0.14410 1.97443
H 7.04845 -1.26292 3.00428
H 6.80370 -1.48410 1.27383
H 4.72699 -0.72710 3.38022
H 4.68660 -2.07266 2.26824
H 4.50285 0.85125 1.37135
H 4.34446 -0.56312 0.33046
H 2.07166 -1.57745 2.41700
H -0.59959 -0.45447 -1.05364
H 0.89999 -2.34213 -0.87162
H -2.06727 -0.15288 1.38466
H -3.39154 -1.12237 3.26273
H -2.80357 -3.40067 4.08788
H -0.96008 -4.63574 2.98695
H 2.74408 1.44444 3.49619
H 0.05672 0.01973 3.53178
H -0.70362 1.31791 5.36902
H 0.86215 2.09964 5.59855
H -0.16084 2.54679 4.21438
C -3.58931 2.02395 -3.57252
N -2.42255 1.67555 -4.44597
C -1.63841 2.92513 -4.69987
C -2.91492 1.13924 -5.74646
C -1.48695 0.69562 -3.78073
C -2.01748 -0.68473 -3.49949
O -3.09208 -0.60125 -2.58094
H -4.07617 2.89630 -4.00200
H -4.27372 1.18528 -3.53366
H -3.22426 2.24595 -2.57408
H -2.28220 3.64602 -5.19635
H -0.78606 2.68853 -5.33139
H -1.29818 3.32426 -3.74798
H -3.51649 0.25435 -5.56412
H -2.06241 0.89258 -6.37477
H -3.52464 1.90142 -6.22569
H -1.17100 1.16561 -2.84906
H -0.62448 0.60743 -4.44132
H -1.17526 -1.22110 -3.05462
H -2.30849 -1.21796 -4.40898
H -3.59704 -1.42048 -2.59894

Summary:
E_tot   -2388.67156 hartree
Frontier orbital gap   9.02 eV
Largest force on an atom   0.55 eV/Å
Net charge   +1
HOMO level   -11.58 eV

Löwdin atomic charge list, values in e, 8 entries:
1. C -0.11
2. C -0.33
3. C -0.27
4. Si 0.47
5. O -0.40
6. Si 0.57
7. C -0.39
8. C -0.10


Entry 4:
Below is one molecule with the formula C6H9N, with properties calculated with ωB97M-V with the def2-TZVPD basis set.

Geometry (Å):
C 3.15960 0.62360 0.17223
C 1.91342 -0.10212 -0.00562
C 0.81696 -0.47792 -0.33294
C -0.44017 -1.15520 -0.60159
N -1.56556 -0.80414 0.27739
C -2.62196 0.06883 -0.20294
C -1.69278 0.51990 0.85979
H 3.81806 0.41093 -0.67385
H 3.68534 0.37694 1.09716
H 2.92666 1.69200 0.17113
H -0.74232 -1.09550 -1.65316
H -0.11623 -2.19538 -0.46030
H -3.63667 -0.24581 0.03741
H -2.51822 0.54881 -1.17858
H -0.97370 1.29541 0.59300
H -2.01243 0.53963 1.90086

Summary:
E_tot   -288.65449 hartree
Frontier orbital gap   9.83 eV
Largest force on an atom   0.84 eV/Å
Net charge   0
Relative energy (zero: lowest compared OMol25 entry of this formula, charge and spin)   334.9 kJ/mol
HOMO level   -8.83 eV
SMILES   CC#CCN1CC1

Löwdin atomic charge list, values in e, 8 entries:
1. C -0.11
2. C -0.08
3. C -0.04
4. C -0.21
5. N -0.11
6. C -0.16
7. C -0.15
8. H 0.08


Entry 5:
Below is C20H15N6ORuS2 as an isolated structure, with properties calculated with ωB97M-V with the def2-TZVPD basis set.

Geometry (Å):
Ru -0.17880 -0.44045 -2.71834
C -4.48397 -1.21283 -2.77031
C -3.18018 -1.00521 -3.22672
N -2.19536 -0.79930 -2.35595
C -2.48245 -0.80973 -1.02499
C -3.78821 -1.01215 -0.61631
N -4.78129 -1.20418 -1.48285
C -1.31158 -0.68096 -0.12229
C -1.31236 -0.72275 1.24775
C -0.09691 -0.68977 1.97021
C 1.09471 -0.70249 1.21122
C 1.05356 -0.65763 -0.15936
N -0.13863 -0.60530 -0.79423
C 2.20020 -0.73586 -1.08842
C 3.51372 -0.94170 -0.70827
N 4.49424 -1.09535 -1.59607
C 4.17638 -1.05731 -2.87736
C 2.86443 -0.83756 -3.30373
N 1.88925 -0.67472 -2.41237
C -0.07536 -0.66834 3.43419
C 1.12904 -0.64599 4.14688
C 1.09131 -0.59931 5.53081
N -0.03428 -0.57380 6.23889
C -1.18013 -0.59823 5.56417
C -1.25833 -0.64571 4.18188
H -5.28959 -1.38491 -3.47425
H -2.94024 -1.00515 -4.28233
H -4.05330 -1.02673 0.43406
H -2.25111 -0.81130 1.77185
H 2.05016 -0.77000 1.70740
H 3.79759 -0.99015 0.33604
H 4.97145 -1.19856 -3.59980
H 2.60954 -0.78789 -4.35416
H 2.09644 -0.66921 3.66663
H 2.01177 -0.58239 6.10202
H -2.08352 -0.57975 6.16196
H -2.23942 -0.66772 3.73019
C 1.24148 4.58985 -1.23191
O 1.14698 3.29532 -1.98861
C 0.01915 2.88648 -2.35039
S -1.57223 3.26318 -2.26595
S -0.35048 1.49700 -3.38875
H 2.28406 4.65122 -0.94711
H 0.58132 4.52806 -0.37048
H 0.96093 5.37929 -1.92487

Summary:
E_tot   -2065.08360 hartree
Frontier orbital gap   4.35 eV
Largest force on an atom   1.81 eV/Å
Net charge   +3
HOMO level   -16.91 eV

Löwdin atomic charge list, values in e, 8 entries:
1. Ru 1.01
2. C -0.03
3. C -0.04
4. N -0.06
5. C -0.16
6. C 0.00
7. N 0.16
8. C -0.15


Entry 6:
Below is a 5-piece molecular cluster, C26H55ClN4O10S overall, with properties calculated with ωB97M-V with the def2-TZVPD basis set.

Geometry (Å):
C -1.21171 2.65292 0.77313
O -1.08715 1.79715 -0.34874
C -0.05641 0.86092 -0.15144
C -0.21169 -0.37992 -1.04517
C 1.14527 -0.86145 -1.59544
C 2.38013 -1.25110 -0.70733
C 2.38683 -0.82352 0.77432
C 2.73075 -2.75148 -0.83424
O -0.93449 0.15241 -2.22962
S -1.67396 -0.97963 -3.01438
O -2.95398 -0.47738 -3.39088
O -0.84737 -1.56184 -4.01912
O -1.80335 -1.98810 -1.81737
C -1.22672 -1.48908 -0.55634
C -0.51330 -2.68958 0.05136
C -1.36075 -3.86204 0.54383
C -0.56203 -4.72960 1.51048
O -1.76662 -4.62331 -0.58945
C -2.34792 -0.91724 0.33848
C -3.77682 -0.88929 -0.19936
C -4.65776 0.04243 0.64485
Cl -4.48190 -2.53952 -0.23717
H -1.71974 2.14142 1.60296
H -1.80516 3.51481 0.47469
H -0.22597 2.96488 1.12667
H 0.91567 1.31546 -0.37635
H -0.02230 0.56063 0.89944
H 0.93590 -1.68493 -2.27779
H 1.44735 -0.03223 -2.23821
H 3.21312 -0.70622 -1.15490
H 3.01349 -1.50832 1.34755
H 1.40946 -0.80862 1.24149
H 2.80627 0.17445 0.91398
H 2.41740 -3.29427 0.06086
H 2.23226 -3.23246 -1.67218
H 3.80597 -2.90642 -0.92702
H 0.09502 -2.33538 0.88367
H 0.13348 -3.09943 -0.72249
H -2.25787 -3.50897 1.06185
H -1.22813 -5.40364 2.05421
H -0.02830 -4.13057 2.24896
H 0.16490 -5.33080 0.95722
H -1.79710 -5.55880 -0.33088
H -2.35821 -1.45485 1.29013
H -2.11970 0.11688 0.58007
H -3.77604 -0.54188 -1.22664
H -4.11721 0.43189 1.50886
H -5.00532 0.88260 0.04527
H -5.53596 -0.48075 1.01797
C 2.91385 5.99776 2.98479
N 2.41350 4.66498 3.24685
C 2.14663 4.27070 4.62218
C 2.18728 3.78096 2.26260
O 1.76789 2.64811 2.43495
H 3.87023 6.15922 3.48599
H 2.20988 6.75328 3.33754
H 3.05687 6.12720 1.91317
H 2.74887 3.40169 4.89096
H 1.09772 3.99960 4.74345
H 2.38544 5.09563 5.28709
H 2.41926 4.17807 1.25954
C -4.72388 -0.00695 -5.97280
N -5.61890 0.95150 -6.59553
C -5.05864 2.07542 -7.32236
C -6.95840 0.84280 -6.52548
O -7.74104 1.62493 -7.03283
H -4.08037 0.47621 -5.24070
H -4.09788 -0.48940 -6.72706
H -5.30796 -0.77199 -5.46528
H -5.38508 3.01976 -6.88532
H -5.38243 2.06304 -8.36382
H -3.97352 2.01383 -7.27944
H -7.28955 -0.04071 -5.95355
C 5.70658 4.30513 9.09334
N 4.92026 5.14145 8.21165
C 5.59412 6.05090 7.30137
C 3.57399 5.11019 8.20451
O 2.87618 5.79722 7.48144
H 6.32257 4.91150 9.76015
H 6.36052 3.64254 8.52309
H 5.03977 3.69451 9.69927
H 5.29721 7.08158 7.49620
H 5.33908 5.81910 6.26664
H 6.66854 5.95227 7.43680
H 3.15167 4.39257 8.92678
C 0.54749 -6.51022 -5.49860
N 0.77766 -5.83722 -4.24005
C -0.20147 -4.87192 -3.75842
C 1.87777 -6.05982 -3.50098
O 2.10525 -5.52346 -2.43033
H 0.47204 -5.79159 -6.31726
H -0.37497 -7.09383 -5.46613
H 1.37666 -7.18529 -5.70542
H 0.24525 -3.88414 -3.65982
H -0.59367 -5.15922 -2.78384
H -1.01783 -4.81197 -4.47434
H 2.57323 -6.78217 -3.96080

Summary:
E_tot   -2853.44927 hartree
Frontier orbital gap   9.14 eV
Largest force on an atom   0.70 eV/Å
Net charge   0
HOMO level   -8.74 eV
SMILES   COC[C@]1(CC(C)C)OS(=O)(=O)O[C@]1(C[C@H](C)O)C[C@H](C)Cl.CN(C)C=O.CN(C)C=O.CN(C)C=O.CN(C)C=O

Löwdin atomic charge list, values in e, 8 entries:
1. C -0.08
2. O -0.17
3. C -0.16
4. C -0.29
5. C -0.07
6. C -0.35
7. C -0.07
8. C -0.08